This record from the OMol25 dataset describes 11 unconnected molecules or ions with the total composition C21H62N5O12. The level of theory is the ωB97M-V functional and the def2-TZVPD basis.

Results
HOMO	-11.55	eV
energy above the lowest of the compared OMol25 structures with the same formula, charge and spin	0.0	kJ/mol
strongest force on any atom	0.0438	hartree/bohr
Kohn-Sham gap	7.04	eV
charge	+1

Last column: Mulliken charge in e.
Element x y z (Å)
C 6.48 -0.75 0.60  -0.71
O 6.09 0.29 -0.27  -0.36
C 5.14 1.18 0.27  -0.45
C 4.01 1.37 -0.73  0.39
C 2.99 2.46 -0.36  -0.83
C 2.52 2.51 1.11  -0.58
C 1.08 2.01 1.33  -0.97
C 0.76 0.70 0.63  -0.52
N 1.91 -0.23 0.88  -0.03
C 1.24 -1.43 0.63  -0.69
N 1.60 -2.27 -0.28  0.44
N 0.03 -1.53 1.40  -0.10
C -0.46 -0.13 1.18  1.16
C -1.55 -0.25 0.12  -1.66
N -2.14 1.04 -0.21  -0.32
O -1.02 0.49 2.33  -0.30
C -1.76 -0.28 3.08  0.71
N -2.36 -1.01 3.72  -0.58
H 6.58 -0.41 1.63  0.35
H 5.77 -1.59 0.56  0.21
H 7.45 -1.12 0.28  0.31
H 4.72 0.74 1.19  0.19
H 5.59 2.13 0.57  0.24
H 3.56 0.40 -0.94  -0.58
H 4.50 1.67 -1.66  0.61
H 3.38 3.43 -0.69  0.47
H 2.09 2.30 -0.96  0.21
H 2.50 3.55 1.44  0.51
H 3.20 2.00 1.79  0.06
H 0.94 1.86 2.40  0.36
H 0.37 2.79 1.03  0.38
H 0.62 0.87 -0.44  0.70
H 2.09 -0.19 1.89  0.26
H 1.71 -3.27 -0.08  0.28
H 1.80 -1.92 -1.24  0.35
H 0.33 -1.64 2.37  0.46
H -1.10 -0.74 -0.76  0.18
H -2.30 -0.95 0.49  0.69
H -3.01 0.86 -0.71  0.24
H -1.52 1.53 -0.84  0.19
C 2.23 0.03 -3.64  -0.58
O 2.32 -1.13 -2.79  -0.61
H 1.19 0.34 -3.69  0.26
H 2.83 0.84 -3.22  0.17
H 2.57 -0.21 -4.64  0.33
H 3.25 -1.38 -2.78  0.26
C 3.20 1.52 4.89  -0.73
O 2.26 0.72 4.16  -0.38
H 3.11 2.54 4.53  0.26
H 2.97 1.51 5.96  0.32
H 4.22 1.18 4.74  0.29
H 2.33 -0.18 4.49  0.26
C -5.78 -0.31 -0.07  -0.73
O -4.87 -0.79 -1.07  -0.43
H -5.38 -0.58 0.90  0.39
H -5.89 0.78 -0.13  0.28
H -6.76 -0.76 -0.20  0.25
H -5.23 -0.55 -1.93  0.24
C 9.20 1.33 -0.71  -0.31
O 10.42 1.18 -0.01  -0.53
H 8.46 1.70 0.00  0.07
H 9.29 2.04 -1.53  0.32
H 8.85 0.37 -1.10  0.16
H 11.09 0.85 -0.62  0.30
C -5.71 -2.91 -3.77  -0.56
O -4.68 -1.94 -3.94  -0.49
H -6.64 -2.44 -4.06  0.22
H -5.54 -3.78 -4.41  0.30
H -5.78 -3.24 -2.73  0.25
H -3.84 -2.35 -3.68  0.28
C -9.14 1.47 -0.47  -0.56
O -8.24 1.01 -1.48  -0.42
H -8.73 1.18 0.50  0.25
H -9.24 2.55 -0.51  0.23
H -10.12 1.01 -0.59  0.29
H -8.62 1.26 -2.33  0.23
C -2.47 3.37 3.14  -0.45
O -3.24 3.22 1.96  -0.57
H -2.95 4.12 3.76  0.34
H -2.42 2.43 3.70  0.14
H -1.45 3.71 2.91  0.15
H -2.82 2.55 1.40  0.38
C -7.94 4.04 -3.09  -0.51
O -9.22 4.07 -2.45  -0.50
H -7.80 3.05 -3.50  0.16
H -7.90 4.76 -3.91  0.31
H -7.14 4.25 -2.38  0.25
H -9.33 4.95 -2.09  0.29
C 3.31 -5.93 -1.26  -0.54
O 3.30 -5.38 0.07  -0.55
H 2.40 -6.53 -1.37  0.25
H 3.30 -5.14 -2.02  0.22
H 4.17 -6.57 -1.41  0.31
H 4.11 -4.87 0.18  0.29
C -0.17 -4.84 1.83  -0.62
O 0.62 -4.67 0.65  -0.53
H -1.03 -4.18 1.74  0.20
H -0.52 -5.86 1.92  0.31
H 0.39 -4.57 2.73  0.27
H 1.38 -5.26 0.71  0.28

=====

This record from the OMol25 dataset describes 11 unconnected molecules or ions with the total composition C21H64N4O11. The level of theory is the ωB97M-V functional and the def2-TZVPD basis.

Results
HOMO	-8.55	eV
energy above the lowest of the compared OMol25 structures with the same formula, charge and spin	808.5	kJ/mol
strongest force on any atom	0.2169	hartree/bohr
Kohn-Sham gap	8.12	eV
SMILES	NC(N)=O.NC(N)=O.CC(C)O.CC(C)O.CC(C)O.CC(C)O.CC(C)O.CO.CO.CO.CO

Last column: Mulliken charge in e.
Element x y z (Å)
N -1.41 3.28 2.15  -0.31
C -1.63 2.56 1.12  -0.04
N -2.78 1.98 1.26  -0.09
O -0.64 2.20 0.23  -0.29
H -0.46 3.78 2.18  0.35
H -2.13 3.64 2.73  0.20
H -2.93 1.16 0.64  -0.05
H -3.49 2.02 2.01  0.26
N 3.25 -2.43 -0.25  -0.19
C 3.39 -3.50 0.43  0.48
N 3.94 -3.12 1.55  -0.28
O 3.08 -4.76 -0.02  -0.73
H 2.74 -2.57 -1.13  0.08
H 3.24 -1.42 0.12  0.16
H 4.20 -3.78 2.21  0.25
H 3.89 -2.17 1.95  0.06
C 2.22 -1.52 3.92  -1.58
C 2.02 -0.18 4.63  1.27
C 2.69 -0.04 5.97  -1.82
O 2.30 0.83 3.92  -0.57
H 3.23 -1.64 3.72  0.35
H 1.63 -1.81 3.01  0.19
H 2.01 -2.34 4.60  0.54
H 1.02 -0.22 4.94  -0.08
H 2.51 0.92 6.45  0.40
H 3.72 -0.02 5.79  0.48
H 2.52 -0.89 6.66  0.35
H 1.72 1.61 4.05  0.37
C -3.35 1.43 -2.53  -0.44
C -3.58 2.89 -2.06  0.88
C -4.17 3.78 -3.10  -1.67
O -4.26 3.10 -1.04  -0.64
H -2.81 1.40 -3.50  0.32
H -4.21 0.79 -2.55  0.67
H -2.68 1.03 -1.78  -0.43
H -2.59 3.30 -1.88  0.05
H -4.34 4.81 -2.70  0.36
H -5.14 3.42 -3.41  0.41
H -3.62 3.75 -4.08  0.29
H -3.76 2.93 -0.20  0.42
C 2.28 1.06 -3.44  -2.49
C 0.89 1.18 -2.81  2.11
C 0.02 2.14 -3.58  -1.78
O 0.17 0.15 -2.73  -0.35
H 2.98 0.44 -2.83  0.41
H 2.67 2.03 -3.28  0.68
H 2.33 0.99 -4.54  0.31
H 0.78 1.64 -1.82  -0.33
H 0.40 3.13 -3.72  0.44
H -0.82 2.29 -2.91  0.07
H -0.24 1.72 -4.50  0.50
H -0.04 -0.07 -1.79  0.12
C 1.92 -4.37 -3.39  -1.72
C 1.19 -3.10 -2.93  0.57
C 0.29 -3.29 -1.72  -0.69
O 1.91 -2.09 -2.67  -0.73
H 2.59 -4.79 -2.57  0.20
H 2.46 -4.09 -4.24  0.48
H 1.14 -5.08 -3.69  0.40
H 0.61 -2.84 -3.79  0.49
H -0.43 -4.07 -1.90  0.55
H -0.20 -2.41 -1.40  -0.42
H 0.87 -3.65 -0.85  0.34
H 1.59 -1.33 -3.12  0.24
C 2.39 2.25 1.17  -1.42
C 2.73 0.97 0.52  3.11
C 3.92 1.16 -0.39  -1.50
O 2.94 0.12 1.38  -0.59
H 1.59 1.97 1.78  -0.28
H 2.06 2.99 0.50  0.57
H 3.15 2.54 1.84  0.49
H 1.79 0.70 -0.03  -1.09
H 4.84 1.65 0.00  0.33
H 3.65 1.77 -1.31  0.28
H 4.04 0.22 -0.94  0.42
H 2.54 0.28 2.25  0.03
C -2.67 -2.12 -2.52  -0.38
O -3.62 -1.45 -3.31  -0.55
H -1.89 -1.35 -2.30  0.18
H -2.11 -2.95 -3.05  0.38
H -3.20 -2.48 -1.63  0.11
H -3.27 -1.06 -4.10  0.35
C -4.23 -1.17 0.87  -0.62
O -4.03 -0.09 0.01  -0.55
H -5.29 -1.09 1.23  0.32
H -3.51 -1.05 1.72  0.01
H -3.93 -2.19 0.59  0.26
H -4.46 -0.37 -0.76  0.30
C -0.36 -1.05 1.04  -0.43
O -0.71 -0.31 -0.11  0.89
H 0.68 -1.08 1.26  -0.37
H -0.59 -2.05 0.91  0.66
H -1.05 -0.78 1.84  0.26
H -0.60 0.68 0.08  -0.60
C -2.09 0.73 4.58  -0.78
O -0.98 1.12 3.79  -0.32
H -2.75 1.60 4.51  0.34
H -1.76 0.49 5.64  0.23
H -2.66 -0.07 4.10  0.24
H -1.29 1.70 3.04  0.34

=====

This record from the OMol25 dataset describes a molecular structure, C21H64O11. The level of theory is the ωB97M-V functional and the def2-TZVPD basis.

Results
HOMO	-8.26	eV
energy above the lowest of the compared OMol25 structures with the same formula, charge and spin	2890.0	kJ/mol
strongest force on any atom	0.3427	hartree/bohr
Kohn-Sham gap	8.38	eV

Last column: Mulliken charge in e.
Element x y z (Å)
C -19.87 21.78 -17.09  -1.52
C -21.31 21.71 -16.80  1.50
O -21.65 20.53 -16.12  -0.84
H -19.38 21.69 -16.12  0.60
H -19.67 22.76 -17.51  0.45
H -19.53 21.01 -17.79  -0.12
H -21.84 21.79 -17.75  -3.35
H -21.58 22.56 -16.18  1.28
H -21.23 20.58 -15.25  0.69
C -22.95 17.41 -21.93  -1.40
C -24.25 18.14 -21.52  0.13
O -23.87 19.01 -20.46  -0.78
H -22.23 18.15 -22.29  0.25
H -23.15 16.82 -22.83  0.66
H -22.60 16.75 -21.14  0.32
H -24.97 17.41 -21.16  0.73
H -24.66 18.68 -22.37  0.20
H -24.66 19.24 -19.97  -0.27
C -25.96 21.53 -19.72  -1.74
C -25.07 20.39 -19.18  -0.68
O -25.56 19.18 -19.74  -0.26
H -26.93 21.64 -19.24  0.42
H -26.12 21.52 -20.80  0.42
H -25.40 22.46 -19.56  -0.12
H -25.13 20.36 -18.10  1.21
H -24.02 20.47 -19.45  0.07
H -26.27 18.88 -19.15  0.74
C -21.21 17.82 -19.04  1.62
C -20.74 16.82 -20.07  -1.95
O -19.39 16.72 -20.05  -0.66
H -22.27 18.03 -19.14  -0.30
H -20.76 18.80 -19.21  -1.03
H -21.07 17.50 -18.01  0.72
H -21.14 17.13 -21.04  1.08
H -21.22 15.87 -19.84  0.27
H -19.08 16.90 -20.94  0.50
C -19.33 19.82 -20.72  -0.16
C -20.09 19.86 -21.99  0.08
O -20.84 21.03 -21.88  -0.56
H -20.00 19.60 -19.89  -0.30
H -18.82 20.77 -20.58  0.13
H -18.53 19.09 -20.78  0.65
H -20.78 19.02 -22.06  -0.39
H -19.49 19.83 -22.90  0.47
H -21.55 20.85 -21.27  1.38
C -24.24 17.71 -18.49  -0.58
C -23.47 16.60 -17.77  -0.94
O -23.08 17.04 -16.50  -0.78
H -25.12 18.02 -17.91  0.85
H -24.56 17.38 -19.48  0.31
H -23.62 18.58 -18.67  -0.42
H -22.58 16.34 -18.34  0.03
H -24.02 15.68 -17.57  0.54
H -22.77 17.94 -16.63  0.66
C -23.85 22.37 -21.59  -1.00
C -24.16 20.97 -22.16  -0.37
O -25.15 21.18 -23.11  -0.65
H -23.14 22.27 -20.76  -0.45
H -24.75 22.87 -21.24  0.44
H -23.38 22.97 -22.37  0.50
H -24.56 20.25 -21.45  0.15
H -23.29 20.51 -22.64  1.10
H -25.25 20.37 -23.61  0.40
C -23.54 19.58 -15.18  -1.75
C -23.84 19.64 -16.74  -0.84
O -22.57 19.29 -17.27  0.65
H -22.82 20.32 -14.84  0.28
H -23.10 18.62 -14.93  0.40
H -24.50 19.66 -14.67  0.51
H -24.06 20.68 -16.97  0.28
H -24.68 19.05 -17.10  0.99
H -21.92 19.91 -16.94  0.28
C -22.34 23.84 -18.50  0.27
C -23.36 23.19 -17.56  -1.01
O -24.51 24.01 -17.53  -0.70
H -22.53 23.67 -19.56  0.16
H -21.39 23.38 -18.24  -0.08
H -22.17 24.88 -18.23  0.42
H -22.92 23.04 -16.58  0.29
H -23.62 22.20 -17.92  0.49
H -24.81 24.07 -18.44  0.42
C -19.27 23.22 -21.24  -1.62
C -20.09 22.63 -20.03  0.92
O -19.40 22.88 -18.84  -0.58
H -19.74 22.96 -22.18  0.28
H -18.26 22.82 -21.27  0.30
H -19.18 24.31 -21.28  0.48
H -20.24 21.55 -20.04  -1.46
H -21.09 23.06 -19.92  -0.69
H -18.54 22.45 -18.91  0.55
C -22.11 20.33 -19.37  -1.54
O -22.26 20.20 -20.79  0.46
H -21.19 20.87 -19.14  1.22
H -22.95 20.84 -18.91  0.08
H -22.02 19.32 -18.99  0.49
H -22.90 19.49 -20.91  0.15

=====

This record from the OMol25 dataset describes 13 unconnected molecules or ions with the total composition C21H67F3N13O14. The level of theory is the ωB97M-V functional and the def2-TZVPD basis.

Results
2S+1	2
HOMO (alpha / beta)	-8.67 / -8.67	eV
strongest force on any atom	0.1112	hartree/bohr
Kohn-Sham gap (alpha / beta)	8.22 / 3.58	eV

Last column: Mulliken charge in e.
Element x y z (Å)
C -0.30 1.17 0.54  0.13
O -0.23 0.44 -0.73  1.66
O -0.99 2.34 0.12  0.45
C -0.86 0.33 1.76  -0.57
F 0.09 -0.34 2.45  -0.17
F -1.53 1.11 2.61  -0.10
F -1.85 -0.53 1.39  -0.16
C 0.54 -0.76 -0.81  0.25
C 0.87 -1.20 -2.28  -1.81
H 1.29 -0.39 -2.87  0.26
H 1.64 -1.97 -2.26  0.54
H 0.00 -1.58 -2.83  0.35
H 0.04 -1.55 -0.26  0.00
H 1.52 -0.65 -0.33  -0.13
H 0.74 1.37 0.80  0.06
C -3.61 -0.59 -2.37  0.74
O -3.48 0.56 -2.63  -0.76
N -3.82 -1.11 -1.17  -0.33
N -3.56 -1.54 -3.28  -0.39
H -3.99 -2.11 -1.10  0.13
H -3.91 -0.58 -0.32  0.20
H -3.44 -2.50 -3.00  0.18
H -3.34 -1.19 -4.20  0.14
C -2.78 4.54 5.06  0.58
O -2.56 5.65 4.71  -0.66
N -2.11 3.53 4.59  -0.11
N -3.64 4.15 5.92  -0.42
H -1.72 3.64 3.66  -0.07
H -1.84 2.83 5.26  0.24
H -4.33 4.81 6.28  0.24
H -3.78 3.15 5.91  0.18
C 1.08 2.56 5.29  0.59
O 0.13 2.31 6.02  -0.68
N 2.28 2.75 5.74  -0.35
N 1.04 2.64 4.00  -0.13
H 3.04 2.97 5.11  0.10
H 2.57 2.54 6.68  0.25
H 1.98 2.68 3.62  0.19
H 0.18 2.35 3.57  -0.09
C 2.50 4.66 -0.22  0.72
O 2.20 5.19 -1.30  -0.72
N 3.48 4.98 0.56  -0.33
N 1.83 3.67 0.26  0.50
H 3.56 4.50 1.44  0.11
H 4.03 5.79 0.30  0.26
H 2.09 3.31 1.17  -0.18
H 1.02 3.28 -0.20  -0.58
C 0.12 2.28 -3.70  0.53
O 0.50 2.76 -4.71  -0.72
N 0.83 2.45 -2.64  0.22
N -0.85 1.38 -3.55  0.49
H 1.49 3.20 -2.75  0.09
H 0.64 2.01 -1.75  -0.30
H -1.12 0.93 -2.68  -0.45
H -1.33 1.04 -4.38  0.12
C 0.18 -3.33 3.98  -1.39
C -1.04 -3.83 4.81  0.56
C -1.34 -5.27 4.51  -0.75
O -2.58 -5.67 5.05  -0.35
C -2.94 -7.02 4.67  -0.71
N -0.85 -3.66 6.25  -0.71
H 0.38 -2.28 4.16  0.49
H 0.09 -3.27 2.89  0.16
H 1.11 -3.88 4.11  0.43
H -1.90 -3.22 4.53  0.19
H -0.53 -5.89 4.90  0.30
H -1.28 -5.39 3.43  0.38
H -2.11 -7.69 4.89  0.30
H -3.32 -7.03 3.65  0.25
H -3.72 -7.51 5.26  0.29
H -1.46 -4.24 6.80  0.28
H 0.09 -3.99 6.40  0.28
C 4.14 1.03 -0.59  -0.95
C 5.04 -0.15 -0.11  0.64
C 4.40 -1.48 0.08  -0.67
O 3.42 -1.62 1.15  -0.33
C 2.63 -2.79 1.09  -0.40
N 6.16 -0.14 -0.98  -0.74
H 4.15 1.13 -1.68  0.41
H 4.46 1.93 -0.08  0.47
H 3.10 0.92 -0.29  -0.30
H 5.37 0.10 0.89  0.19
H 5.11 -2.27 0.31  0.42
H 3.92 -1.65 -0.88  0.19
H 3.25 -3.62 1.42  0.46
H 2.14 -3.06 0.16  0.24
H 1.86 -2.68 1.84  -0.13
H 6.49 0.81 -0.86  0.28
H 6.89 -0.77 -0.67  0.26
C 1.62 -0.72 -7.59  -1.71
C 0.20 -0.36 -7.37  0.63
C -0.43 -1.31 -6.33  -0.32
O -1.89 -1.24 -6.20  -0.17
C -2.61 -1.94 -7.22  -0.87
N 0.13 1.01 -6.95  -0.70
H 1.75 -1.70 -8.03  0.44
H 2.23 -0.75 -6.69  0.30
H 2.00 0.09 -8.21  0.40
H -0.36 -0.54 -8.29  0.38
H -0.06 -1.10 -5.33  -0.33
H -0.16 -2.35 -6.52  0.53
H -3.61 -1.88 -6.80  0.24
H -2.29 -2.97 -7.37  0.39
H -2.61 -1.45 -8.19  0.29
H 0.64 1.07 -6.08  0.20
H -0.82 1.21 -6.67  0.31
O -2.64 3.11 -2.41  -0.70
H -3.04 2.24 -2.50  0.67
H -2.05 3.03 -1.67  0.11
O -2.06 -3.68 0.22  -0.67
H -1.94 -2.74 0.37  0.34
H -2.49 -3.99 1.02  0.31
O -3.61 2.57 1.37  -0.69
H -3.60 1.98 2.12  0.33
H -2.74 2.47 0.98  0.22
O -0.87 4.90 1.22  -0.71
H -0.81 3.98 0.98  0.15
H -1.53 5.26 0.62  0.34